Record 1
Computed, not measured: a gas-phase ion, C3H10N2 (charge +1) in a non-equilibrium geometry, with wB97M-V/def2-TZVPD.

Results
Frontier orbital gap (spin up / spin down), eV: 12.608 / 7.276
HOMO (spin up / spin down), Eh: -0.5701 / -0.5635
ΔE to the lowest compared entry with this formula, charge and spin, kcal/mol: 13.7
F_max, eV/Å: 3.10

Structure (ORCA input):
```
! RIJCOSX wB97M-V def2-TZVPD def2/J DEFGRID3
* xyz 1 2
H 0.468 -1.158 -2.710
H 1.884 -0.716 -2.164
H 1.186 0.939 -1.060
H -0.318 0.801 -2.026
C 0.346 0.299 -1.323
C 0.038 0.464 1.154
H 0.345 1.519 1.065
H -0.356 -1.095 0.058
H -2.060 0.100 1.825
H -0.780 -0.638 2.722
N -0.355 -0.077 -0.102
H -1.146 1.103 2.883
H 1.032 0.146 1.494
N 0.933 -0.878 -1.851
C -1.063 0.278 2.199
*
```



Record 2
Computed, not measured: 2 unconnected molecules or ions with the total composition C3H10N2O in a non-equilibrium geometry, with wB97M-V/def2-TZVPD.

Results
SMILES string: NC=O.CCN
Frontier orbital gap, eV: 9.795
HOMO, Eh: -0.3288
ΔE to the lowest compared entry with this formula, charge and spin, kcal/mol: 11.8
F_max, eV/Å: 1.33

Structure (ORCA input):
```
! RIJCOSX wB97M-V def2-TZVPD def2/J DEFGRID3
* xyz 0 1
N -1.041 1.737 1.685
N 0.667 -2.138 -0.952
H 1.602 -0.581 -2.010
C -0.455 -0.040 -1.546
C 0.873 -0.696 -1.214
C -0.053 0.981 2.225
O 0.123 -0.186 1.979
H 1.251 -0.241 -0.292
H -1.155 2.693 1.971
H 0.126 -2.193 -0.092
H -0.348 1.043 -1.600
H 0.575 1.565 2.917
H 1.560 -2.543 -0.711
H -0.769 -0.363 -2.546
H -1.267 -0.325 -0.880
H -1.689 1.287 1.068
*
```



Record 3
Computed, not measured: a single C3H10N2O molecule in a non-equilibrium geometry, with wB97M-V/def2-TZVPD.

Results
SMILES string: NCNCCO
Frontier orbital gap, eV: 9.557
HOMO, Eh: -0.3150
ΔE to the lowest compared entry with this formula, charge and spin, kcal/mol: 64.8
F_max, eV/Å: 3.93

Structure (ORCA input):
```
! RIJCOSX wB97M-V def2-TZVPD def2/J DEFGRID3
* xyz 0 1
H 1.053 -0.429 -1.687
H 0.097 1.850 2.317
H -1.327 -1.370 -0.647
N 0.424 1.197 1.550
H -0.541 -1.650 0.983
H 1.306 -0.275 -0.081
C -0.313 -1.609 -0.222
H -1.530 1.441 0.778
H 1.415 1.396 1.421
H 0.979 -2.905 -1.149
H -1.082 0.776 -1.497
C 0.537 -0.427 -0.785
N -0.216 0.799 -0.866
O 0.039 -2.928 -0.642
H -0.353 2.583 0.121
C -0.487 1.551 0.405
*
```



Record 4
Computed, not measured: 2 unconnected molecules or ions with the total composition C3H10N2O in a non-equilibrium geometry, with wB97M-V/def2-TZVPD.

Results
SMILES string: NC=O.CCN
Frontier orbital gap, eV: 10.376
HOMO, Eh: -0.3450
ΔE to the lowest compared entry with this formula, charge and spin, kcal/mol: 18.1
F_max, eV/Å: 4.19

Structure (ORCA input):
```
! RIJCOSX wB97M-V def2-TZVPD def2/J DEFGRID3
* xyz 0 1
N 0.637 0.003 -0.992
H -1.018 2.204 1.227
H 0.887 -2.019 -0.544
C 0.041 -1.326 -0.483
H -1.530 -2.656 -0.824
N -0.147 1.704 1.131
H -2.035 -0.949 -0.791
O 2.025 1.599 1.723
H 0.432 -0.024 -1.989
C 0.895 2.026 1.907
H -0.084 1.036 0.340
H -0.015 -1.035 0.581
C -1.256 -1.636 -1.129
H 1.622 0.057 -0.780
H -1.132 -1.550 -2.212
H 0.680 2.566 2.834
*
```



Record 5
Computed, not measured: 2 unconnected molecules or ions with the total composition C3H10N2O in a non-equilibrium geometry, with wB97M-V/def2-TZVPD.

Results
SMILES string: NC=O.CNC
Frontier orbital gap, eV: 9.836
HOMO, Eh: -0.3348
ΔE to the lowest compared entry with this formula, charge and spin, kcal/mol: 51.1
F_max, eV/Å: 5.51

Structure (ORCA input):
```
! RIJCOSX wB97M-V def2-TZVPD def2/J DEFGRID3
* xyz 0 1
H -0.644 -1.121 0.497
H -1.109 -3.343 1.395
H 0.734 0.703 1.454
C 1.491 2.444 0.463
N 0.486 1.566 0.992
H -1.788 -3.834 -0.160
C -0.625 -1.676 -1.567
O 1.073 3.476 -0.026
H 2.651 2.056 0.303
N -1.187 -1.702 -0.169
H -0.429 1.820 1.088
H 0.410 -1.939 -1.523
H -0.011 -3.492 0.133
H -1.309 -2.385 -2.114
H -1.002 -0.743 -2.036
C -1.063 -3.196 0.339
*
```



Record 6
Computed, not measured: 2 unconnected molecules or ions with the total composition C3H10N2O in a non-equilibrium geometry, with wB97M-V/def2-TZVPD.

Results
SMILES string: CNCO.C=N
Frontier orbital gap, eV: 10.146
HOMO, Eh: -0.3372
ΔE to the lowest compared entry with this formula, charge and spin, kcal/mol: 53.5
F_max, eV/Å: 1.92

Structure (ORCA input):
```
! RIJCOSX wB97M-V def2-TZVPD def2/J DEFGRID3
* xyz 0 1
O 0.492 0.211 1.433
H 2.667 1.281 -0.121
H -3.140 -1.600 0.622
H 1.254 1.032 -1.761
C 2.947 0.726 -1.040
H -0.813 -1.352 1.603
H 0.557 1.024 0.932
H -0.112 -1.124 -0.022
H -3.658 -0.141 -0.255
N 2.072 0.422 -1.934
H -2.093 0.643 1.206
N -1.749 0.082 0.458
H 3.919 0.211 -0.996
C -2.793 -0.785 -0.036
C -0.540 -0.601 0.850
H -2.467 -1.230 -0.989
*
```



Record 7
Computed, not measured: a molecular structure, C3H10N2O in a non-equilibrium geometry, with wB97M-V/def2-TZVPD.

Results
Frontier orbital gap, eV: 9.055
HOMO, Eh: -0.3255
ΔE to the lowest compared entry with this formula, charge and spin, kcal/mol: 109.4
F_max, eV/Å: 2.98

Structure (ORCA input):
```
! RIJCOSX wB97M-V def2-TZVPD def2/J DEFGRID3
* xyz 0 1
O 0.402 2.047 0.212
C -1.703 0.556 0.101
H 1.295 0.601 0.114
H -1.620 0.526 1.192
H 0.152 -0.836 1.770
N 1.040 -0.822 -1.526
C 0.431 -1.283 0.818
C 0.569 -0.234 -0.286
H -2.148 -0.374 -0.271
H -0.308 -2.035 0.537
H 0.958 -0.146 -2.278
H 0.302 2.759 0.870
N -0.438 0.695 -0.563
H 1.385 -1.792 0.947
H -2.341 1.388 -0.190
H 2.025 -1.050 -1.447
*
```



Record 8
Computed, not measured: 2 unconnected molecules or ions with the total composition C3H10N2O in a non-equilibrium geometry, with wB97M-V/def2-TZVPD.

Results
Frontier orbital gap, eV: 5.017
HOMO, Eh: -0.2523
ΔE to the lowest compared entry with this formula, charge and spin, kcal/mol: 148.4
F_max, eV/Å: 6.66

Structure (ORCA input):
```
! RIJCOSX wB97M-V def2-TZVPD def2/J DEFGRID3
* xyz 0 1
C 1.384 -1.575 2.279
C 0.474 -0.134 0.529
O -1.614 -0.083 -0.815
H 0.616 1.557 -1.786
H -0.685 2.285 -0.901
H 1.003 0.639 0.896
H -0.575 0.236 0.111
C -1.363 0.640 -1.857
H 0.903 -0.442 -0.432
H 2.320 -1.440 2.005
H -0.590 -1.508 1.800
N -0.399 1.699 -1.717
H -2.202 1.359 -2.185
H -0.923 0.058 -2.702
H 1.281 -1.985 3.336
N 0.370 -1.306 1.438
*
```



Record 9
Computed, not measured: 2 unconnected molecules or ions with the total composition C3H10N2O in a non-equilibrium geometry, with wB97M-V/def2-TZVPD.

Results
SMILES string: [H]/N=C/NCC.O
Frontier orbital gap, eV: 10.000
HOMO, Eh: -0.3316
ΔE to the lowest compared entry with this formula, charge and spin, kcal/mol: 48.6
F_max, eV/Å: 3.81

Structure (ORCA input):
```
! RIJCOSX wB97M-V def2-TZVPD def2/J DEFGRID3
* xyz 0 1
H 2.990 -1.781 0.538
O 3.067 -0.841 0.740
H -2.935 0.188 2.413
H -0.580 1.132 1.342
H -1.968 1.577 0.380
C 0.063 0.654 -1.197
H -1.538 -1.080 2.040
C -2.249 -0.214 1.596
H 2.567 -0.532 0.046
H 1.180 0.439 -2.701
H 0.162 1.711 -1.209
H -1.033 -0.900 -0.919
C -1.380 0.726 0.742
H -2.868 -0.897 0.966
N 0.937 -0.004 -1.846
N -0.812 -0.014 -0.391
*
```



Record 10
Computed, not measured: 2 unconnected molecules or ions with the total composition C3H10N2O in a non-equilibrium geometry, with wB97M-V/def2-TZVPD.

Results
Frontier orbital gap (spin up / spin down), eV: 10.890 / 7.234
HOMO (spin up / spin down), Eh: -0.5564 / -0.5563
ΔE to the lowest compared entry with this formula, charge and spin, kcal/mol: 45.1
F_max, eV/Å: 1.19

Structure (ORCA input):
```
! RIJCOSX wB97M-V def2-TZVPD def2/J DEFGRID3
* xyz 1 2
H 1.471 -1.530 -0.976
H -1.972 -1.170 -0.088
H 0.569 2.963 -0.467
H 0.939 0.652 -1.091
H 1.312 -1.499 1.934
N 1.869 -1.638 -0.053
N 0.734 0.154 0.848
H -0.266 2.410 1.041
H -0.717 0.248 -0.591
H -1.142 2.435 -0.452
O -2.817 -0.886 -0.433
H 2.165 -2.583 0.139
C 0.181 0.819 -0.308
C -0.150 2.281 -0.031
C 1.252 -1.024 0.952
H -3.426 -1.630 -0.426
*
```



Record 11
Computed, not measured: 2 unconnected molecules or ions with the total composition C3H10N2O2 in a non-equilibrium geometry, with wB97M-V/def2-TZVPD.

Results
Frontier orbital gap (spin up / spin down), eV: 3.021 / 9.732
HOMO (spin up / spin down), Eh: 0.0304 / -0.2226
ΔE to the lowest compared entry with this formula, charge and spin, kcal/mol: 28.0
F_max, eV/Å: 3.36

Structure (ORCA input):
```
! RIJCOSX wB97M-V def2-TZVPD def2/J DEFGRID3
* xyz -1 2
H 1.508 2.220 -0.475
C -0.340 0.735 1.106
C -1.742 0.326 1.418
H -0.595 -4.061 -0.210
H -1.901 -0.823 1.323
C 0.864 1.445 -0.984
H 0.117 -2.709 0.113
H 0.416 1.980 -1.824
N -0.089 0.741 -0.189
O 0.511 1.160 1.896
O 0.190 -3.703 0.209
N 1.686 0.343 -1.673
H -0.567 0.070 -0.803
H 2.153 -0.041 -0.822
H -2.482 0.658 0.736
H -2.122 0.810 2.438
H 2.393 0.849 -2.260
*
```



Record 12
Computed, not measured: 2 unconnected molecules or ions with the total composition C3H10N2O2 in a non-equilibrium geometry, with wB97M-V/def2-TZVPD.

Results
SMILES string: CCNC(N)=O.O
Frontier orbital gap, eV: 10.058
HOMO, Eh: -0.3425
ΔE to the lowest compared entry with this formula, charge and spin, kcal/mol: 28.3
F_max, eV/Å: 2.33

Structure (ORCA input):
```
! RIJCOSX wB97M-V def2-TZVPD def2/J DEFGRID3
* xyz 0 1
H -1.422 -2.615 2.491
O -3.464 -0.922 1.791
H 1.652 0.676 0.483
H -1.211 -2.624 0.765
O 3.991 2.203 -4.897
C -2.290 -0.984 1.519
H 3.143 1.816 -4.680
H -2.337 0.604 0.389
H -0.399 1.653 1.192
H 3.942 2.540 -5.793
N -1.531 -2.172 1.599
H -0.347 0.306 2.331
C 0.805 -0.004 0.458
H 0.996 -0.986 0.878
N -1.628 -0.006 0.773
H 0.469 -0.055 -0.575
C -0.369 0.569 1.276
*
```